{"formula": "C14H50N6O11", "method": "wB97M-V/def2-TZVPD", "total_charge": 0, "smiles": "NC(N)=O.NC(N)=O.NC(N)=O.CCO.CCO.CCO.CO.CO.CO.CO.CO", "relative_energy_kj_mol": 503.45, "homo_lumo_gap_ev": 8.33, "molar_mass_g_mol": 478.6, "species": ["C", "C", "O", "H", "H", "H", "H", "H", "H", "C", "C", "O", "H", "H", "H", "H", "H", "H", "C", "C", "O", "H", "H", "H", "H", "H", "H", "C", "O", "N", "N", "H", "H", "H", "H", "C", "O", "N", "N", "H", "H", "H", "H", "C", "O", "N", "N", "H", "H", "H", "H", "C", "O", "H", "H", "H", "H", "C", "O", "H", "H", "H", "H", "C", "O", "H", "H", "H", "H", "C", "O", "H", "H", "H", "H", "C", "O", "H", "H", "H", "H"], "coordinates": [[-1.616000, -3.819000, 25.541000], [-1.206000, -2.322000, 25.645000], [-0.545000, -2.026000, 24.417000], [-2.100000, -4.160000, 26.440000], [-0.717000, -4.451000, 25.583000], [-2.346000, -4.058000, 24.765000], [-0.472000, -2.120000, 26.406000], [-2.065000, -1.683000, 25.766000], [0.304000, -1.604000, 24.643000], [-5.027000, -0.034000, 19.378000], [-5.870000, 0.518000, 20.451000], [-6.075000, 1.869000, 20.257000], [-4.812000, -1.042000, 19.585000], [-4.048000, 0.464000, 19.064000], [-5.586000, -0.025000, 18.461000], [-5.389000, 0.543000, 21.417000], [-6.793000, -0.072000, 20.488000], [-6.849000, 1.978000, 20.780000], [-2.092000, -1.500000, 21.000000], [-3.124000, -1.484000, 22.165000], [-2.618000, -0.637000, 23.160000], [-1.104000, -1.749000, 21.310000], [-1.978000, -0.507000, 20.585000], [-2.326000, -2.090000, 20.190000], [-3.374000, -2.505000, 22.430000], [-4.056000, -1.127000, 21.756000], [-1.982000, -1.179000, 23.643000], [-8.150000, 1.787000, 22.611000], [-8.818000, 0.814000, 23.345000], [-8.539000, 2.308000, 21.489000], [-7.027000, 2.326000, 23.027000], [-9.443000, 2.057000, 21.111000], [-8.301000, 3.264000, 21.084000], [-6.420000, 1.726000, 23.630000], [-6.617000, 3.220000, 22.655000], [-10.096000, -1.230000, 20.992000], [-8.720000, -1.531000, 21.304000], [-10.711000, -0.278000, 21.566000], [-10.738000, -1.760000, 20.028000], [-10.149000, 0.122000, 22.339000], [-11.727000, -0.318000, 21.728000], [-10.145000, -2.366000, 19.414000], [-11.566000, -1.313000, 19.645000], [-6.331000, -2.811000, 23.840000], [-5.021000, -2.936000, 24.391000], [-6.716000, -1.642000, 23.387000], [-7.142000, -3.788000, 23.695000], [-6.026000, -0.930000, 23.476000], [-7.573000, -1.472000, 22.821000], [-6.800000, -4.674000, 24.121000], [-8.120000, -3.548000, 23.561000], [-4.922000, 0.718000, 25.208000], [-4.910000, 0.438000, 23.883000], [-5.743000, 1.475000, 25.301000], [-3.912000, 1.127000, 25.405000], [-5.025000, -0.098000, 25.951000], [-3.994000, 0.375000, 23.538000], [-4.549000, -5.728000, 23.407000], [-5.496000, -6.741000, 23.417000], [-4.478000, -5.328000, 24.449000], [-4.855000, -4.865000, 22.870000], [-3.538000, -6.005000, 23.088000], [-5.441000, -7.087000, 22.523000], [-8.928000, -7.022000, 22.057000], [-7.922000, -7.897000, 22.423000], [-8.459000, -6.364000, 21.293000], [-9.153000, -6.456000, 22.926000], [-9.839000, -7.529000, 21.695000], [-7.367000, -7.388000, 22.991000], [-10.335000, -2.546000, 24.355000], [-9.932000, -3.453000, 23.321000], [-10.491000, -1.545000, 23.885000], [-9.514000, -2.482000, 25.054000], [-11.290000, -2.890000, 24.814000], [-10.584000, -3.463000, 22.608000], [-6.059000, -3.503000, 20.643000], [-6.623000, -4.667000, 21.271000], [-5.185000, -3.246000, 21.149000], [-6.826000, -2.664000, 20.575000], [-5.669000, -3.730000, 19.599000], [-6.819000, -4.408000, 22.203000]], "forces_ev_per_angstrom": [[0.48, 0.37, 1.30], [-0.12, -1.88, -0.72], [0.83, 0.79, -0.40], [-0.56, 0.27, 0.69], [-0.15, 0.21, -0.88], [0.51, 0.30, -0.33], [-0.12, -0.24, 0.85], [-0.41, 0.26, 0.11], [-0.67, -0.20, -0.48], [1.60, 0.76, -1.68], [1.08, -0.48, 0.80], [-0.31, 1.57, -1.48], [0.41, -1.47, 0.25], [-1.21, -0.24, 1.13], [-0.50, -0.07, -0.58], [0.32, -1.24, 0.57], [-0.11, 0.13, 0.16], [-0.81, 0.84, 0.14], [-0.30, 1.72, 1.51], [0.97, -0.53, -2.55], [-0.43, -0.05, 0.40], [0.73, -0.53, 0.65], [-0.19, 0.53, 0.03], [-0.88, -1.72, -1.70], [0.29, -0.15, 0.94], [-0.34, 0.62, 0.21], [0.49, 0.26, 0.23], [-2.24, -4.00, 5.45], [2.94, 4.35, -3.94], [-3.31, 2.59, -4.49], [2.91, 0.52, 2.09], [0.04, -0.40, 0.32], [0.21, -1.89, 1.35], [-0.65, 0.96, -0.79], [-0.68, -1.84, 0.35], [9.44, -1.57, 1.62], [-6.95, 1.21, -1.93], [-2.02, 3.65, 4.10], [-0.31, -3.88, -4.51], [-0.06, 0.24, 0.14], [0.86, 0.06, -0.41], [-1.21, 0.69, 0.75], [0.47, -0.29, 0.08], [8.52, 2.78, 2.63], [-6.14, 0.33, -2.31], [-1.09, 0.68, -0.58], [-1.43, -4.22, 1.28], [0.39, 0.75, 0.02], [0.66, -0.27, 0.48], [-0.97, 0.92, -0.31], [-0.22, -0.72, -0.16], [0.78, 1.53, 2.01], [-0.23, -0.74, -2.73], [0.81, -0.45, 1.05], [-0.65, 0.50, 0.68], [-0.44, -0.10, -0.81], [-0.28, -0.57, 0.37], [1.31, 1.43, 2.39], [-0.28, -0.91, -0.59], [0.14, -0.47, -0.72], [-0.21, 0.54, -0.86], [-0.17, -0.39, -0.06], [-0.50, -0.42, -0.20], [0.19, 0.80, -1.44], [0.17, -2.12, -0.09], [-1.05, 0.05, 0.13], [-0.86, 0.98, 0.66], [0.56, 0.05, 0.07], [0.92, 0.24, 0.70], [-1.05, 0.45, -1.22], [-0.24, -0.26, 0.31], [0.14, -0.54, 0.69], [-0.01, -0.02, 0.31], [0.75, 0.26, 0.03], [0.31, 0.05, 0.21], [-1.74, -0.44, -1.79], [0.14, 0.25, -0.81], [1.41, 1.01, 1.18], [1.10, -0.91, 0.15], [-0.91, -0.14, 1.05], [0.09, -0.14, -1.06]]}

{"formula": "C14H50NO15S2", "method": "wB97M-V/def2-TZVPD", "total_charge": -1, "homo_lumo_gap_ev": 8.07, "molar_mass_g_mol": 536.7, "species": ["C", "O", "C", "C", "C", "S", "O", "O", "N", "S", "O", "O", "H", "H", "H", "H", "H", "H", "H", "H", "H", "H", "C", "O", "H", "H", "H", "H", "C", "O", "H", "H", "H", "H", "C", "O", "H", "H", "H", "H", "C", "O", "H", "H", "H", "H", "C", "O", "H", "H", "H", "H", "C", "O", "H", "H", "H", "H", "C", "O", "H", "H", "H", "H", "C", "O", "H", "H", "H", "H", "C", "O", "H", "H", "H", "H", "C", "O", "H", "H", "H", "H"], "coordinates": [[3.909857, 0.003827, 0.167635], [4.109722, 1.094560, -0.712583], [3.590328, 2.333393, -0.281484], [2.262144, 2.338430, 0.442402], [1.544717, 3.662435, 0.219467], [-0.198776, 3.559773, 0.537834], [-0.640520, 4.916442, 0.632082], [-0.322712, 2.820272, 1.775941], [-0.923231, 2.889615, -0.707513], [-1.013072, 1.300397, -0.620674], [-0.027867, 0.662931, -1.447733], [-2.355985, 0.855947, -0.886681], [3.852013, 0.287152, 1.209704], [2.959581, -0.471650, -0.069118], [4.661803, -0.749516, -0.002524], [4.340838, 2.845453, 0.321440], [3.479005, 2.927015, -1.179746], [2.365601, 2.155856, 1.501486], [1.640198, 1.547616, 0.043610], [1.724519, 3.962201, -0.801245], [1.952698, 4.441877, 0.838851], [-0.691266, 0.968647, 0.643784], [1.979490, 7.163182, -0.602828], [2.206698, 6.394705, 0.574390], [2.794045, 6.952143, -1.290849], [1.035403, 6.881979, -1.075689], [1.971818, 8.235160, -0.382067], [1.484980, 6.579427, 1.185348], [-4.086927, -0.443872, -3.582972], [-3.071201, 0.537165, -3.637787], [-4.552847, -0.516400, -4.565353], [-3.665247, -1.420006, -3.312473], [-4.846306, -0.166102, -2.844978], [-2.672444, 0.572547, -2.752550], [7.547965, -2.585462, 1.130102], [6.414050, -2.407716, 0.293915], [7.300247, -2.179700, 2.107405], [7.795949, -3.645381, 1.240754], [8.417544, -2.051423, 0.735676], [6.625872, -2.765081, -0.574625], [-0.506874, -2.106772, -4.930514], [-0.587091, -2.829854, -3.706892], [0.110113, -2.674191, -5.624474], [-1.503003, -1.973298, -5.361071], [-0.047979, -1.130990, -4.759933], [-1.125530, -2.302262, -3.105578], [1.551978, 4.538111, 3.690146], [2.686849, 4.938804, 2.919364], [1.426697, 3.466514, 3.561870], [1.700754, 4.756717, 4.752421], [0.643080, 5.037695, 3.343328], [2.800563, 5.888698, 3.023362], [-2.146802, -4.082671, -1.136253], [-2.827392, -4.987818, -0.248098], [-1.093037, -4.340329, -1.150200], [-2.547502, -4.169297, -2.147564], [-2.256863, -3.054179, -0.785572], [-3.753426, -4.725540, -0.258748], [0.549387, -6.208684, 1.102247], [-0.168561, -4.995375, 1.238913], [1.567530, -6.029899, 1.441057], [0.108301, -7.002505, 1.714451], [0.579033, -6.535418, 0.057541], [-1.072473, -5.152371, 0.936980], [-6.629949, -4.670691, -1.120063], [-6.174671, -3.344728, -0.917902], [-5.981149, -5.130488, -1.862901], [-6.569703, -5.244704, -0.189027], [-7.659955, -4.687975, -1.490149], [-6.740833, -2.924181, -0.257674], [5.148834, 2.723521, 2.977633], [4.675781, 1.378776, 3.009404], [4.345026, 3.321282, 2.563578], [5.370980, 3.076972, 3.989396], [6.042362, 2.822564, 2.353158], [5.365232, 0.820140, 3.381810], [-9.384976, -2.095478, 1.464546], [-8.017337, -2.146485, 1.070029], [-9.903871, -2.904042, 0.957665], [-9.483804, -2.231101, 2.543922], [-9.838778, -1.145329, 1.174717], [-7.549634, -1.430937, 1.514686]], "forces_ev_per_angstrom": [[-0.92, -0.17, -0.32], [0.20, -0.18, 0.03], [0.30, 0.23, 0.02], [-0.45, -0.17, -0.17], [0.42, -0.82, -0.03], [0.41, 0.51, -0.04], [-0.38, 1.48, -0.18], [-0.06, -0.72, 0.31], [0.22, -0.68, 0.94], [0.31, 0.21, -0.59], [0.75, -0.45, -0.50], [-1.04, -0.22, 0.04], [0.37, 0.17, 0.21], [-0.31, -0.12, -0.06], [0.51, 0.04, 0.02], [0.19, 0.12, 0.24], [0.03, 0.07, -0.39], [0.11, -0.11, 0.38], [-0.02, -0.35, -0.20], [-0.43, 0.25, -0.47], [-0.13, -0.06, 0.24], [-0.25, 0.17, 0.15], [-0.15, -0.14, 0.23], [0.29, 1.09, -0.10], [0.06, -0.02, -0.01], [-0.01, 0.01, -0.01], [0.00, 0.02, -0.08], [-0.19, -0.28, -0.16], [0.31, 0.24, 0.24], [-0.02, -0.24, -0.22], [0.01, 0.00, -0.02], [-0.21, -0.09, -0.03], [-0.09, -0.18, -0.03], [-0.03, 0.27, 0.07], [-0.08, -0.04, -0.26], [0.17, -0.12, 0.04], [-0.03, 0.02, 0.02], [0.06, 0.02, 0.08], [0.04, -0.01, 0.08], [-0.10, 0.07, 0.05], [-0.10, 0.13, 0.31], [-0.12, -0.11, -0.09], [0.01, -0.10, 0.06], [0.06, 0.09, -0.11], [-0.04, 0.05, -0.14], [0.19, 0.05, 0.01], [0.06, 0.16, 0.07], [-0.01, 0.03, 0.39], [-0.03, 0.05, -0.08], [0.01, -0.02, 0.03], [-0.02, -0.14, -0.02], [0.05, -0.08, -0.14], [-0.32, 0.01, 0.00], [0.23, 0.10, -0.17], [0.02, -0.05, 0.03], [0.06, 0.02, -0.03], [0.07, 0.03, -0.04], [-0.02, 0.01, 0.15], [-0.22, 0.16, -0.04], [0.04, -0.17, 0.06], [0.02, 0.01, 0.00], [0.07, -0.06, -0.03], [0.06, -0.08, 0.03], [-0.10, 0.11, 0.04], [-0.01, 0.29, 0.23], [0.17, -0.09, -0.08], [0.00, -0.03, -0.03], [-0.07, -0.14, -0.08], [0.00, -0.10, -0.01], [-0.09, -0.02, -0.03], [-0.03, -0.26, 0.12], [0.18, 0.04, 0.19], [0.02, 0.14, 0.03], [0.00, 0.11, -0.04], [-0.02, 0.01, -0.01], [-0.07, 0.03, -0.07], [0.18, 0.10, 0.00], [0.00, 0.05, 0.10], [0.02, -0.03, -0.03], [-0.06, -0.02, 0.00], [-0.06, -0.02, 0.01], [0.03, -0.07, -0.09]]}